The following is a quantum chemistry calculation of a molecular structure, C3H6N2O3S2, from OMol25.

The calculation puts the gap between HOMO and LUMO at 8.93 eV. The calculation puts the calculated total energy at -1249.35992 Eh. The value obtained for the relative energy (zero: lowest compared OMol25 entry of this formula, charge and spin) is 65.88 kcal/mol. For the HOMO energy, the calculation gives -0.32761 Ha. As for the charge: 0. The largest force on an atom is 3.1 eV/Å.

Last column: Mulliken charge in e.
CARTESIAN COORDINATES (ANGSTROEM)
C -2.4273 0.2217 -0.2934  -0.570
C -1.4465 -0.6076 0.0592  -0.408
C -0.0210 -0.1746 0.1309  0.965
N 0.7879 -1.2068 0.4234  -0.329
N 2.9087 1.2989 1.0034  -0.558
O 0.3681 0.9262 -0.2227  -0.651
O 2.8549 -2.4944 0.0733  -0.565
O 2.7387 -0.3459 -1.0719  -0.355
S 2.6310 1.3855 -0.5427  0.306
S 2.5488 -1.1179 0.3268  0.654
H -3.4750 0.0241 -0.5739  0.291
H -2.1264 1.3492 -0.4246  0.161
H -1.3988 -1.7175 0.2360  0.238
H 0.6651 -2.0192 0.9652  0.269
H 2.0049 1.1602 1.4210  0.332
H 3.9991 1.6515 -0.9091  0.219

=====

The following is a quantum chemistry calculation of a molecular structure, C18H45KO12P3, from OMol25.

The expectation value of S² is 0.750. The calculation puts the gap between HOMO and LUMO (alpha / beta) at 2.34 / 10.74 eV. The calculation puts the calculated total energy at -3239.89551 Eh. The value obtained for the relative energy (zero: lowest compared OMol25 entry of this formula, charge and spin) is 18.95 kcal/mol. For the HOMO energy (alpha / beta), the calculation gives -0.07279 / -0.38335 Ha. Its spin multiplicity is 2. As for the charge: 0. The largest force on an atom is 3.7 eV/Å.

Last column: Mulliken spin population.
CARTESIAN COORDINATES (ANGSTROEM)
K -13.0717 -6.1086 -7.7484  1.308
C -8.8149 -10.2047 -11.9730  0.000
C -9.9558 -9.2012 -11.6832  0.039
O -9.3469 -8.1288 -10.9108  -0.036
P -9.6136 -7.9714 -9.3158  0.199
O -10.9828 -7.6245 -8.8584  -0.180
O -8.5452 -6.7720 -8.8615  -0.066
C -8.7388 -5.4078 -9.4111  -0.007
C -7.5301 -5.2085 -10.4164  0.004
O -8.8193 -9.2230 -8.6159  -0.011
C -9.3796 -10.5065 -8.4672  0.012
C -9.8180 -10.4414 -6.9906  -0.040
H -8.0683 -9.6919 -12.5794  0.000
H -8.3821 -10.6986 -11.1030  0.000
H -9.2951 -11.0013 -12.5413  -0.001
H -10.3468 -8.6674 -12.5494  -0.001
H -10.8387 -9.6666 -11.2450  -0.009
H -9.7012 -5.2044 -9.8807  0.036
H -8.6901 -4.7244 -8.5633  0.005
H -6.8246 -4.4088 -10.1907  -0.004
H -6.9367 -6.1226 -10.3937  0.000
H -7.9433 -4.9223 -11.3836  0.000
H -10.1368 -10.6708 -9.2338  0.006
H -8.6538 -11.3119 -8.5793  0.007
H -10.4735 -9.6399 -6.6501  0.022
H -10.2908 -11.4024 -6.7881  0.005
H -8.8741 -10.3651 -6.4509  -0.002
C -17.1988 -9.7167 -8.0459  -0.008
C -17.4964 -8.2653 -7.6012  -0.068
O -17.9175 -7.5740 -8.7452  -0.018
P -16.8842 -6.7954 -9.6602  0.045
O -15.5504 -6.5490 -9.0898  -0.080
O -16.9224 -7.5358 -11.1544  0.001
C -18.1266 -7.8153 -11.8493  0.007
C -17.9890 -9.1865 -12.5738  0.005
O -17.5970 -5.4005 -10.0694  -0.032
C -18.0906 -4.5238 -9.1260  0.003
C -19.5399 -4.8114 -8.6975  0.024
H -16.4707 -10.1187 -7.3413  0.008
H -18.0180 -10.4357 -8.0553  0.001
H -16.5828 -9.8686 -8.9323  -0.013
H -18.2719 -8.3924 -6.8458  -0.043
H -16.6699 -7.7468 -7.1151  0.103
H -18.9555 -7.8837 -11.1447  -0.001
H -18.3922 -7.0560 -12.5848  -0.001
H -18.7815 -9.2570 -13.3188  0.000
H -17.1435 -9.0462 -13.2472  -0.001
H -17.8887 -10.0866 -11.9672  0.001
H -17.5147 -4.5957 -8.2033  0.066
H -17.9758 -3.4620 -9.3442  -0.035
H -19.6213 -5.8825 -8.5125  -0.006
H -19.8408 -4.2801 -7.7945  -0.007
H -20.0744 -4.5390 -9.6075  0.001
C -17.9082 -10.6202 -3.4598  0.003
C -16.5004 -9.9908 -3.5847  0.014
O -16.0088 -9.5002 -4.8560  0.143
P -14.7156 -8.5501 -4.9494  -0.113
O -14.3638 -8.0294 -6.3261  -0.314
O -14.9532 -7.3078 -3.9565  -0.070
C -15.8308 -6.2480 -4.2184  -0.041
C -17.2329 -6.4832 -3.5931  0.027
O -13.5846 -9.4278 -4.2297  -0.056
C -13.0154 -10.5170 -4.9737  0.030
C -13.6356 -11.8448 -4.5251  0.003
H -18.0737 -11.3011 -4.2948  0.001
H -18.0173 -11.1833 -2.5329  0.001
H -18.7502 -9.9354 -3.5599  0.000
H -16.2884 -9.2893 -2.7779  0.006
H -15.7773 -10.7666 -3.3332  0.002
H -15.5706 -5.3584 -3.6447  -0.018
H -15.7968 -5.8280 -5.2237  0.134
H -17.8294 -7.1601 -4.2047  -0.002
H -17.1678 -6.9997 -2.6354  0.004
H -17.7676 -5.5363 -3.6677  -0.016
H -13.0952 -10.5437 -6.0604  0.010
H -11.9446 -10.5090 -4.7702  0.026
H -14.6886 -11.8878 -4.8031  -0.004
H -13.1777 -12.7003 -5.0216  -0.005
H -13.7395 -11.8793 -3.4406  0.000

=====

The following is a quantum chemistry calculation of C4H7N3 in the gas phase, from OMol25.

The calculation puts the gap between HOMO and LUMO at 10.45 eV. The calculation puts the calculated total energy at -320.86620 Eh. The value obtained for the relative energy (zero: lowest compared OMol25 entry of this formula, charge and spin) is 10.73 kcal/mol. For the HOMO energy, the calculation gives -0.35436 Ha. As for the charge: 0. The largest force on an atom is 1.0 eV/Å. As for the SMILES: [H]/N=C(\C#N)NCC.

Last column: Mulliken charge in e.
CARTESIAN COORDINATES (ANGSTROEM)
H 2.4862 -1.4911 -0.8713  0.247
N 1.5589 -1.3727 -0.4775  -0.691
C 1.4259 -0.2122 0.0364  0.742
C 2.4991 0.7856 0.0112  0.020
N 3.3597 1.5522 -0.0699  -0.366
N 0.2794 0.2153 0.6367  -0.267
C -0.9776 -0.4904 0.4404  -0.448
C -1.9896 0.3479 -0.3293  -1.079
H 0.2378 1.1780 0.9192  0.232
H -0.7257 -1.3949 -0.1153  0.373
H -1.3906 -0.7909 1.4138  0.260
H -1.5365 0.8113 -1.2067  0.324
H -2.4160 1.1378 0.2876  0.327
H -2.8112 -0.2758 -0.6753  0.327

=====

The following is a quantum chemistry calculation of 7 unconnected molecules or ions with the total composition C9H30O6Si, from OMol25.

The calculation puts the gap between HOMO and LUMO at 10.62 eV. The calculation puts the calculated total energy at -1101.71032 Eh. The value obtained for the relative energy (zero: lowest compared OMol25 entry of this formula, charge and spin) is 0.00 kcal/mol. For the HOMO energy, the calculation gives -0.37789 Ha. As for the charge: 0. The largest force on an atom is 2.0 eV/Å. As for the SMILES: C#CCCC[SiH2]CCCC.O.O.O.O.O.O.

Last column: Mulliken charge in e.
CARTESIAN COORDINATES (ANGSTROEM)
C 0.5310 -1.0536 0.6543  -0.103
C -0.2397 -0.5280 -0.1438  -0.761
C -1.4337 0.0803 -0.9850  0.423
C -1.8292 1.5441 -0.4597  -0.695
C -3.3801 1.8198 -0.7408  -0.267
Si -4.4271 2.0923 0.8464  0.345
C -5.4396 0.5572 1.3860  -0.726
C -5.9496 -0.2643 0.1118  -0.660
C -4.9952 -1.5194 -0.2522  -0.321
C -4.7776 -1.6438 -1.8334  -0.993
H 0.9273 -1.6800 1.4996  0.456
H -2.3335 -0.5784 -0.8026  -0.452
H -1.2042 0.0384 -2.0876  0.371
H -1.6704 1.5163 0.6684  0.307
H -1.1597 2.3027 -0.9615  0.285
H -3.4444 2.7471 -1.3866  0.417
H -3.8459 0.9653 -1.3178  -0.020
H -3.5141 2.5800 1.8986  -0.204
H -5.3747 3.1916 0.5444  -0.163
H -4.8632 -0.0790 2.1274  0.385
H -6.3790 0.9585 1.8967  0.275
H -6.9845 -0.6980 0.2321  0.374
H -5.9500 0.4460 -0.7754  0.295
H -4.0303 -1.4239 0.3376  0.244
H -5.5053 -2.4887 0.0661  0.411
H -5.2522 -0.7782 -2.3784  0.287
H -5.2147 -2.6214 -2.1919  0.343
H -3.6756 -1.6718 -2.1312  0.201
O 4.1776 -1.0566 0.5086  -0.630
H 3.2184 -0.9485 0.4840  0.273
H 4.3008 -1.9762 0.7753  0.317
O 2.6849 -3.6763 -0.1067  -0.623
H 2.7389 -3.4864 -1.0512  0.323
H 1.7893 -4.0142 0.0129  0.305
O 7.3945 -0.0409 1.1010  -0.703
H 6.4601 -0.2548 0.9667  0.289
H 7.7206 -0.7598 1.6577  0.342
O 9.8895 -1.3228 -0.0985  -0.626
H 8.9998 -1.0677 0.1790  0.336
H 9.9174 -1.0904 -1.0337  0.324
O 9.4523 2.1161 0.6781  -0.617
H 10.3607 1.9807 0.9713  0.318
H 8.9731 1.3581 1.0399  0.329
O 0.7879 3.5363 0.0254  -0.620
H 1.2384 2.7016 0.2053  0.303
H 1.5057 4.1569 -0.1483  0.307

=====

The following is a quantum chemistry calculation of C4H9NO2S in the gas phase, from OMol25.

The expectation value of S² is 2.008. The calculation puts the gap between HOMO and LUMO (alpha / beta) at 6.26 / 7.61 eV. The calculation puts the calculated total energy at -760.99607 Eh. The value obtained for the relative energy (zero: lowest compared OMol25 entry of this formula, charge and spin) is 43.55 kcal/mol. For the HOMO energy (alpha / beta), the calculation gives -0.19770 / -0.38609 Ha. Its spin multiplicity is 3. As for the charge: 0. The largest force on an atom is 4.7 eV/Å.

Last column: Mulliken spin population.
CARTESIAN COORDINATES (ANGSTROEM)
C 0.9152 -0.4623 1.0290  -0.003
C 1.1064 0.7850 0.2644  0.031
C 2.4053 1.0927 -0.4318  0.049
C -2.3995 -1.3717 -0.6242  0.138
N 0.3286 -0.3015 -0.2747  0.958
O -1.9374 1.2474 -0.8754  0.146
O -1.8600 0.2839 1.3889  0.191
S -1.6266 0.1479 -0.0192  0.463
H 1.7114 -1.1980 1.0695  0.037
H 0.2524 -0.4482 1.8845  0.000
H 0.5426 1.6511 0.6003  -0.009
H 2.2195 1.6915 -1.3216  -0.002
H 2.8907 0.1675 -0.7316  -0.002
H 3.0649 1.6484 0.2316  0.002
H -3.4734 -1.2413 -0.5654  0.014
H -2.0733 -1.5174 -1.6429  -0.006
H -2.0667 -2.1752 0.0186  -0.007